Computed, not measured: a molecular structure, C3H8Cl2FOPSi at a distorted geometry, with ωB97M-V/def2-TZVPD.

Cartesian coordinates (Å):
C  -1.5137  1.1693  0.3254
C  -0.4538  -1.3726  2.1276
C  0.6836  0.8998  -2.2975
O  0.7402  -0.9156  -0.2311
F  0.8121  1.0515  1.5091
Si  -0.1850  -0.0428  0.8705
P  1.4121  -0.4016  -1.5666
Cl  1.6619  -2.4127  -2.3164
Cl  3.2620  -0.0372  -1.0797
H  -1.2510  1.7856  -0.4297
H  -2.4987  0.8583  -0.0936
H  -1.7725  1.9104  1.1279
H  -0.9329  -1.0764  3.1080
H  -1.2950  -2.0880  1.8428
H  0.4582  -1.8356  2.4598
H  1.2727  1.5905  -2.9761
H  -0.4002  0.9171  -2.3803

Calculated values
LUMO: 0.49 eV
maximum force: 0.071 hartree/bohr
frontier orbital gap: 9.24 eV
energy above the lowest of the compared OMol25 structures with the same formula, charge and spin: 0.0 kJ/mol
total charge: 0
highest occupied orbital energy: -0.32156 hartree

Atomic partial charges in e from the Löwdin method, atoms 1 to 4: C -0.14; C -0.15; C -0.29; O -0.44